Molecular formula: C2H29O12S
Method: DFT, ωB97M-V/def2-TZVPD

Computed properties:
* 2S+1: 1
* calculated total energy: -1394.71455 a.u.
* ΔE to the lowest compared entry with this formula, charge and spin: 0.0 kcal per mole
* total charge: -1
* gap between HOMO and LUMO: 6.99 eV
* lowest unoccupied orbital energy: 2.720 eV
* F_max: 0.073 Eh/bohr

Last column: natural (NBO) charge in e.
Positions of all 44 atoms, in Å:
H (-0.726, -2.923, -0.064)  0.497
H (-2.685, 0.904, 0.518)  0.503
O (3.429, -0.833, -0.369)  -0.982
H (1.055, 2.136, 1.094)  0.500
O (0.674, 0.208, 5.278)  -0.948
H (1.188, 3.622, 1.801)  0.508
O (1.077, -2.357, -2.289)  -0.970
H (0.898, 0.386, 4.356)  0.488
H (1.201, 2.106, -0.882)  0.199
C (0.275, 0.917, -2.453)  -0.652
H (3.043, -0.453, 0.426)  0.503
H (1.752, -2.476, 1.297)  0.483
H (-1.152, -0.936, 3.040)  0.481
H (-1.321, -0.305, 1.579)  0.538
H (0.361, 1.894, -2.919)  0.210
O (-1.149, -3.260, -0.857)  -1.003
H (0.039, 5.630, 0.255)  0.471
H (-3.110, -0.939, -1.719)  0.475
H (-1.248, -0.775, -4.843)  0.469
H (-2.124, -1.459, -3.843)  0.468
H (0.238, -2.231, 1.560)  0.504
H (2.662, 0.995, 2.342)  0.520
H (0.574, 0.369, -0.516)  0.180
H (0.774, -1.551, -1.871)  0.488
H (-0.751, 0.588, -2.699)  0.194
H (1.095, 0.310, 2.063)  0.529
O (-2.837, -0.031, 0.934)  -1.038
O (-2.110, -1.241, -4.789)  -0.935
S (-1.158, 2.205, -0.428)  -0.704
H (1.864, -2.681, -1.855)  0.495
O (-0.731, -0.849, 2.185)  -1.032
H (-3.346, -0.461, 0.226)  0.494
H (0.930, 0.247, -2.964)  0.196
O (2.045, 0.292, 2.169)  -1.045
O (-3.662, -1.575, -1.223)  -0.970
H (3.814, -0.145, -0.910)  0.470
C (0.389, 1.351, -0.992)  -0.545
O (1.430, 2.676, 1.819)  -1.025
H (-0.631, -3.042, -1.641)  0.495
O (0.873, -2.677, 0.972)  -1.004
H (0.621, -0.750, 5.297)  0.458
O (0.152, 4.941, 0.910)  -0.982
H (-3.048, -2.239, -0.850)  0.510
H (-0.664, 4.413, 0.856)  0.509


Molecular formula: C2H2AgCl6F2V
Method: DFT, ωB97M-V/def2-TZVPD

Computed properties:
* 2S+1: 6
* expectation value of S²: 8.7677
* calculated total energy: -4127.80436 a.u.
* total charge: +3
* gap between HOMO and LUMO (alpha / beta): 8.18 / 4.54 eV
* lowest unoccupied orbital energy (alpha / beta): -12.628 / -16.245 eV
* F_max: 0.078 Eh/bohr

Last column: Mulliken spin population.
Positions of all 14 atoms, in Å:
Cl (-3.747, 0.115, -1.587)  0.413
F (-0.817, -1.780, 3.213)  -0.007
Cl (-2.679, 1.479, 0.771)  0.228
H (-1.586, 0.212, -0.845)  -0.004
F (0.458, -0.757, 0.869)  0.002
C (2.463, 1.052, -1.331)  -0.047
H (2.081, 0.690, -0.377)  0.002
Cl (3.417, -0.256, -2.034)  0.473
C (-2.556, 0.091, -0.362)  -0.038
V (1.081, -0.418, 3.022)  3.008
Cl (-2.770, -1.386, 0.570)  0.395
Cl (3.562, 2.436, -1.078)  0.483
Cl (0.965, 1.403, -2.217)  0.089
Ag (0.127, -2.881, 1.385)  0.003


Molecular formula: C2H2AgFMgO
Method: DFT, ωB97M-V/def2-TZVPD

Computed properties:
* 2S+1: 1
* calculated total energy: -598.77037 a.u.
* ΔE to the lowest compared entry with this formula, charge and spin: 26.5 kcal per mole
* total charge: +2
* gap between HOMO and LUMO: 6.25 eV
* lowest unoccupied orbital energy: -11.107 eV
* F_max: 0.094 Eh/bohr

Last column: natural (NBO) charge in e.
Positions of all 8 atoms, in Å:
H (-0.352, 1.216, -1.025)  0.604
Ag (-2.945, 0.660, 1.266)  0.907
O (0.086, 0.936, -0.065)  -0.950
Mg (1.941, 0.556, 0.463)  1.888
F (1.340, -1.291, 0.103)  -0.493
C (-0.101, -1.342, -0.086)  0.040
H (-0.472, -2.333, 0.151)  0.255
C (-0.730, -0.184, -0.238)  -0.252


Molecular formula: C2H2AlFLiO2
Method: DFT, ωB97M-V/def2-TZVPD

Computed properties:
* 2S+1: 1
* calculated total energy: -577.39564 a.u.
* ΔE to the lowest compared entry with this formula, charge and spin: 0.0 kcal per mole
* total charge: +1
* gap between HOMO and LUMO: 8.23 eV
* lowest unoccupied orbital energy: -6.423 eV
* F_max: 0.061 Eh/bohr

Last column: natural (NBO) charge in e.
Positions of all 9 atoms, in Å:
H (0.701, -2.388, -0.273)  0.228
Li (-2.573, 0.897, -0.245)  0.972
C (1.425, -1.691, 0.156)  -0.367
O (-2.285, -0.019, 1.119)  -0.776
H (2.458, -2.030, 0.298)  0.255
C (1.043, -0.421, 0.400)  -0.221
F (2.123, 0.445, 0.634)  -0.334
Al (-0.539, -0.246, 1.368)  2.000
O (-1.440, 1.237, 0.960)  -0.756


Molecular formula: C2H2BeFO
Method: DFT, ωB97M-V/def2-TZVPD

Computed properties:
* 2S+1: 1
* calculated total energy: -266.71193 a.u.
* ΔE to the lowest compared entry with this formula, charge and spin: 139.9 kcal per mole
* total charge: +1
* gap between HOMO and LUMO: 9.79 eV
* lowest unoccupied orbital energy: -6.776 eV
* F_max: 0.189 Eh/bohr

Last column: natural (NBO) charge in e.
Positions of all 7 atoms, in Å:
O (-1.205, -0.117, 1.153)  -0.394
F (-0.826, 1.207, 2.069)  -0.365
H (0.025, -0.109, -1.581)  0.376
C (0.451, 0.341, -0.340)  -0.471
Be (-0.416, 1.241, 0.484)  1.715
C (0.733, -0.803, -0.841)  -0.206
H (1.237, -1.758, -0.943)  0.345


Molecular formula: C2H2Br2O
Method: DFT, ωB97M-V/def2-TZVPD

Computed properties:
* 2S+1: 1
* calculated total energy: -5300.57075 a.u.
* ΔE to the lowest compared entry with this formula, charge and spin: 46.2 kcal per mole
* total charge: 0
* gap between HOMO and LUMO (alpha / beta): 6.65 / 8.12 eV
* lowest unoccupied orbital energy (alpha / beta): -3.194 / -2.388 eV
* F_max: 0.036 Eh/bohr

Last column: natural (NBO) charge in e.
Positions of all 7 atoms, in Å:
O (0.528, -1.180, -1.381)  -0.481
C (-0.312, 0.698, -0.188)  -0.250
Br (0.427, 2.036, 0.813)  0.221
Br (-1.373, -1.179, 1.804)  -0.191
H (-1.000, 1.047, -1.022)  0.249
H (1.196, -0.908, 0.364)  0.158
C (0.535, -0.514, -0.391)  0.294


Molecular formula: C2H2Br2O
Method: DFT, ωB97M-V/def2-TZVPD

Computed properties:
* SMILES: O=C=CBr.Br
* 2S+1: 1
* calculated total energy: -5300.61753 a.u.
* ΔE to the lowest compared entry with this formula, charge and spin: 16.8 kcal per mole
* total charge: 0
* gap between HOMO and LUMO: 8.80 eV
* lowest unoccupied orbital energy: -0.574 eV
* F_max: 0.083 Eh/bohr

Last column: natural (NBO) charge in e.
Positions of all 7 atoms, in Å:
O (0.537, -0.060, 2.055)  -0.420
H (1.085, -2.148, -0.480)  0.298
C (0.941, -1.067, -0.132)  -0.596
Br (0.639, 0.093, -1.706)  0.047
H (-1.314, 2.175, -0.259)  0.199
Br (-2.536, 1.508, -0.459)  -0.198
C (0.649, -0.500, 0.981)  0.671


Molecular formula: C2H2Br3ClS
Method: DFT, ωB97M-V/def2-TZVPD

Computed properties:
* 2S+1: 3
* expectation value of S²: 2.0114
* calculated total energy: -8657.65298 a.u.
* ΔE to the lowest compared entry with this formula, charge and spin: 28.3 kcal per mole
* total charge: 0
* gap between HOMO and LUMO (alpha / beta): 7.36 / 7.64 eV
* lowest unoccupied orbital energy (alpha / beta): -0.284 / -2.344 eV
* F_max: 0.054 Eh/bohr

Last column: Mulliken spin population.
Positions of all 9 atoms, in Å:
C (-1.920, -0.682, -0.007)  0.002
Br (-1.004, -1.802, 1.325)  0.001
C (2.051, 0.471, -0.851)  1.485
S (2.597, 1.034, 0.584)  0.294
H (-1.252, -0.897, -0.952)  0.000
Cl (1.587, 2.780, 0.609)  0.039
Br (2.579, -1.330, -1.141)  0.173
H (-3.081, -0.833, 0.011)  0.000
Br (-1.557, 1.259, 0.422)  0.005